The following is a DFT calculation (ωB97M-V with the def2-TZVPD basis set) of a molecular structure, C24H42Br2N5PS2.

As for the HOMO-LUMO gap: 0.258 Eh. As for the strongest force on any atom: 1.79 eV Å⁻¹. The value obtained for the LUMO energy is -1.04 eV. The total charge is 0.

Geometry (Å):
C1 1.035 4.752 -2.496
C2 -0.394 5.274 -2.514
C3 -0.976 5.321 -1.084
Br1 -1.508 7.110 -0.527
C4 -2.048 4.286 -0.859
C5 -3.274 4.180 -1.468
Br2 -3.779 5.521 -2.707
C6 -4.222 3.118 -1.216
P1 -5.845 2.864 -2.033
C7 -7.095 3.863 -1.138
C8 -5.789 3.379 -3.787
C9 -3.881 2.177 -0.271
N1 -4.750 1.097 0.119
C10 -4.699 0.089 -0.544
S1 -4.606 -1.236 -1.338
C11 -2.630 2.234 0.400
N2 -2.188 1.357 1.302
S2 -0.716 1.877 1.701
N3 -0.603 3.175 0.800
C12 -1.739 3.277 0.092
H1 1.670 5.424 -1.926
H2 1.099 3.736 -2.117
H3 1.435 4.735 -3.505
H4 -0.373 6.261 -2.959
H5 -1.011 4.633 -3.131
H6 -0.170 5.050 -0.419
H7 -7.561 3.209 -0.413
H8 -7.873 4.153 -1.837
H9 -6.714 4.758 -0.657
H10 -6.532 2.839 -4.361
H11 -4.801 3.131 -4.160
H12 -5.928 4.441 -3.965
C13 6.141 -0.751 -0.557
C14 5.131 0.372 -0.372
N4 3.768 -0.108 -0.262
C15 2.767 0.932 -0.409
C16 2.721 2.055 0.633
C17 3.522 -1.073 0.794
C18 3.880 -0.679 2.232
H13 5.855 -1.395 -1.389
H14 7.124 -0.331 -0.775
H15 6.240 -1.366 0.338
H16 5.184 1.024 -1.248
H17 5.434 0.986 0.491
H18 1.783 0.455 -0.459
H19 2.913 1.390 -1.393
H20 2.334 1.706 1.591
H21 2.051 2.843 0.286
H22 3.699 2.508 0.798
H23 4.069 -1.988 0.549
H24 2.469 -1.366 0.759
H25 4.885 -0.261 2.312
H26 3.847 -1.566 2.869
H27 3.176 0.039 2.648
C19 -0.201 -7.818 2.135
C20 0.067 -6.402 2.624
N5 1.069 -5.712 1.835
C21 1.575 -4.506 2.462
C22 0.591 -3.354 2.701
C23 0.797 -5.624 0.411
C24 -0.521 -4.978 -0.033
H28 0.729 -8.382 2.054
H29 -0.852 -8.335 2.842
H30 -0.699 -7.830 1.165
H31 0.436 -6.462 3.651
H32 -0.887 -5.853 2.668
H33 2.421 -4.134 1.877
H34 2.003 -4.791 3.429
H35 0.318 -2.853 1.772
H36 1.058 -2.602 3.343
H37 -0.320 -3.684 3.201
H38 0.833 -6.636 -0.002
H39 1.631 -5.101 -0.064
H40 -1.379 -5.383 0.507
H41 -0.684 -5.177 -1.094
H42 -0.516 -3.897 0.093

Want to see where the charge sits? The Löwdin charges in e are: C -0.0968; C -0.2970; C -0.6858; Br 0.6918; C -0.2609; C -0.5515; Br 0.8643; C -0.3308; P 0.9103; C -0.2768; C -0.3640; C -0.2232; N 0.0909; C -0.8166; S 0.7670; C -0.3160; N -0.1875; S 1.0482; N -0.2188; C -0.2932; H 0.0816; H 0.0663; H 0.0738; H 0.0883; H 0.0861; H 0.0570; H 0.0235; H 0.0358; H 0.0351; H 0.0289; H 0.0234; H -0.0146; C -0.0905; C -0.2749; N -0.1977; C -0.2493; C -0.0977; C -0.2491; C -0.0763; H 0.0798; H 0.0720; H 0.0641; H 0.1174; H 0.1035; H 0.1073; H 0.1087; H 0.0341; H 0.0406; H 0.0711; H 0.1011; H 0.1055; H 0.0671; H 0.0672; H 0.0544; C -0.0917; C -0.2772; N -0.2006; C -0.2510; C -0.0849; C -0.2461; C -0.0808; H 0.0794; H 0.0717; H 0.0637; H 0.1172; H 0.1028; H 0.1027; H 0.1103; H 0.0497; H 0.0657; H 0.0670; H 0.1013; H 0.1134; H 0.0656; H 0.0717; H 0.0531